A.
Molecular formula: C27H49CuNP2
Method: DFT, ωB97M-V/def2-TZVPD

Element x y z (Å)
P 0.20 -1.39 -6.62
P 0.01 1.79 -6.51
C -0.20 -0.47 -8.20
C 0.28 0.98 -8.17
H -1.29 -0.50 -8.32
H 0.23 -1.01 -9.05
H 1.36 1.02 -8.37
H -0.22 1.57 -8.95
C -1.59 2.66 -6.86
H -1.81 3.35 -6.04
H -2.41 1.93 -6.91
H -1.56 3.23 -7.80
C 1.16 3.23 -6.72
H 0.99 3.77 -7.66
H 2.20 2.88 -6.69
H 1.03 3.93 -5.88
C -0.97 -2.82 -6.84
H -0.77 -3.57 -6.07
H -0.87 -3.29 -7.82
H -2.00 -2.48 -6.71
C 1.77 -2.23 -7.15
H 2.58 -1.49 -7.21
H 1.67 -2.73 -8.12
H 2.05 -2.97 -6.40
Cu 0.00 0.00 0.00
C 0.66 1.53 -1.48
C -0.72 1.46 -1.55
C -1.50 0.75 -2.64
C -1.88 -0.71 -2.27
C -0.81 -1.44 -1.49
C 0.56 -1.37 -1.70
C 1.23 -0.58 -2.82
C 1.65 0.85 -2.40
C 0.08 -1.47 1.47
H 1.09 2.32 -0.86
H -1.28 2.19 -0.97
H -0.93 0.76 -3.58
H -2.42 1.30 -2.84
H -2.78 -0.69 -1.65
H -2.14 -1.27 -3.18
H -1.18 -2.27 -0.88
H 1.18 -2.12 -1.22
H 0.57 -0.55 -3.69
H 2.12 -1.13 -3.14
H 2.61 0.79 -1.88
H 1.82 1.46 -3.30
H 0.80 -1.20 2.25
H 0.36 -2.44 1.05
H -0.91 -1.56 1.93
C 1.64 1.44 6.18
C 1.17 2.13 4.93
C 0.91 3.50 4.99
C 0.34 4.17 3.90
C -0.04 5.61 4.05
C 0.03 3.45 2.73
C 0.26 2.06 2.64
C 0.87 1.41 3.75
N -0.52 1.31 1.69
C -1.87 0.96 2.29
C -1.79 0.11 3.63
C -2.68 2.21 2.75
C -2.76 0.28 1.23
H 2.60 1.88 6.54
H 0.88 1.58 6.98
H 1.77 0.35 6.04
H 1.09 4.05 5.92
H -0.77 5.71 4.88
H 0.85 6.22 4.30
H -0.51 6.01 3.13
H -0.50 3.95 1.94
H 0.99 0.34 3.78
H -1.43 0.71 4.49
H -2.80 -0.24 3.93
H -1.14 -0.77 3.70
H -2.82 2.94 1.94
H -3.67 1.91 3.15
H -2.19 2.72 3.62
H -3.74 -0.01 1.68
H -2.96 0.98 0.40
H -2.34 -0.63 0.78

## Properties
2S+1: 2
Frontier orbital gap (alpha / beta) in eV: 6.84 / 6.55
Total charge: 0
<S²>: 0.76
LUMO energy (alpha / beta) in hartree: 0.0116 / 0.0065
HOMO (alpha / beta) in eV: -6.52 / -6.37

Löwdin population analysis, charges in e, atoms 1 to 4: 0.81 0.81 -0.45 -0.45

B.
Molecular formula: C27H49CuNP2
Method: DFT, ωB97M-V/def2-TZVPD

Element x y z (Å)
P -0.32 -1.18 -5.51
P 0.14 1.85 -3.80
C 0.04 0.52 -6.31
C 0.98 1.27 -5.37
H -0.89 1.08 -6.49
H 0.47 0.33 -7.31
H 1.85 0.64 -5.10
H 1.39 2.19 -5.84
C -0.70 3.33 -4.46
H -0.62 4.15 -3.74
H -1.77 3.15 -4.67
H -0.22 3.64 -5.39
C 1.56 2.33 -2.79
H 2.10 3.13 -3.31
H 2.28 1.51 -2.64
H 1.26 2.71 -1.80
C -1.38 -2.16 -6.65
H -1.53 -3.18 -6.26
H -0.83 -2.27 -7.60
H -2.37 -1.73 -6.87
C 1.26 -1.90 -6.35
H 2.19 -1.55 -5.86
H 1.26 -1.57 -7.40
H 1.21 -3.00 -6.32
Cu 0.76 1.16 0.01
C -1.35 0.58 -3.62
C -1.84 -0.40 -4.68
C -2.90 -1.40 -4.18
C -2.39 -2.58 -3.30
C -0.95 -2.78 -3.24
C 0.08 -2.06 -3.93
C 0.42 -1.01 -2.79
C -0.78 -0.19 -2.41
C 1.87 -0.39 0.31
H -2.21 1.19 -3.28
H -2.32 0.15 -5.51
H -3.45 -1.81 -5.04
H -3.65 -0.81 -3.63
H -2.81 -2.45 -2.28
H -2.88 -3.52 -3.63
H -0.62 -3.39 -2.39
H 0.97 -2.69 -4.04
H 1.24 -0.36 -3.11
H 0.77 -1.52 -1.89
H -1.56 -0.83 -2.01
H -0.50 0.51 -1.59
H 2.57 -0.47 -0.54
H 1.30 -1.34 0.46
H 2.39 -0.13 1.26
C 2.31 1.80 5.45
C 1.55 2.59 4.42
C 1.32 3.96 4.61
C 0.60 4.72 3.67
C 0.39 6.19 3.91
C 0.06 4.08 2.56
C 0.23 2.69 2.34
C 1.03 1.98 3.28
N -0.39 2.05 1.27
C -1.68 1.40 1.57
C -1.63 0.50 2.79
C -2.72 2.48 1.85
C -2.11 0.57 0.37
H 3.16 2.37 5.86
H 1.65 1.54 6.30
H 2.69 0.87 5.02
H 1.71 4.45 5.51
H -0.40 6.36 4.66
H 1.32 6.65 4.30
H 0.10 6.68 2.98
H -0.53 4.65 1.82
H 1.23 0.92 3.12
H -1.41 1.07 3.70
H -2.61 0.04 2.94
H -0.89 -0.30 2.68
H -2.72 3.21 1.04
H -3.70 2.01 1.92
H -2.51 2.98 2.80
H -3.08 0.11 0.59
H -2.23 1.18 -0.52
H -1.41 -0.25 0.17

## Properties
2S+1: 2
Frontier orbital gap (alpha / beta) in eV: 4.87 / 4.83
Total charge: 0
<S²>: 0.75
LUMO energy (alpha / beta) in hartree: -0.0169 / -0.0182
HOMO (alpha / beta) in eV: -5.33 / -5.33

Löwdin population analysis, charges in e, atoms 1 to 4: 0.80 1.05 -0.28 -0.33

A has the most favorable energy; the next structure is 69.9 kcal/mol above.